ORCA calculation (ωB97M-V/def2-TZVPD) on C26H30N3O7PbSb as an isolated structure.

Values from the calculation:
Electronic energy (a.u.): -2132.898526
E_HOMO (eV): -1.35
Gap between HOMO and LUMO (eV): 6.08
Net charge: -2

Geometry (Å):
Pb: -1.366 -1.072 -0.892
C: -0.360 -2.665 4.065
C: -0.359 -2.573 2.541
O: -0.475 -1.428 2.056
C: -0.294 -3.785 1.821
C: -0.295 -3.817 0.407
C: -1.064 -4.908 -0.293
N: 0.318 -2.933 -0.357
N: 1.449 -2.353 0.211
C: 1.629 -1.117 -0.104
O: 0.792 -0.311 -0.682
C: 2.963 -0.539 0.259
C: 4.006 -1.333 0.737
C: 5.226 -0.766 1.068
C: 5.431 0.603 0.923
C: 4.402 1.397 0.436
C: 3.181 0.826 0.103
H: -1.196 -2.086 4.463
H: 0.563 -2.212 4.434
H: -0.416 -3.693 4.429
H: -0.500 -4.701 2.364
H: -1.061 -5.802 0.335
H: -0.618 -5.136 -1.261
H: -2.099 -4.618 -0.476
H: 3.825 -2.394 0.847
H: 6.027 -1.395 1.441
H: 6.386 1.044 1.185
H: 4.547 2.465 0.314
H: 2.374 1.419 -0.304
O: -0.347 2.131 -4.006
C: -0.821 1.188 -3.359
O: -1.206 1.171 -2.160
C: -1.040 -0.126 -4.129
C: -0.874 -0.196 -5.505
C: -1.223 -1.371 -6.154
C: -1.763 -2.419 -5.426
C: -1.899 -2.276 -4.052
N: -1.501 -1.164 -3.437
C: -2.604 -3.350 -3.200
O: -2.946 -4.379 -3.799
O: -2.788 -3.031 -1.997
H: -0.487 0.674 -6.016
H: -1.099 -1.458 -7.228
H: -2.091 -3.346 -5.874
O: -4.706 0.814 -0.929
C: -4.030 0.480 -0.092
C: -0.115 4.214 -0.827
C: 0.468 3.598 0.443
Sb: -0.687 1.928 1.195
C: -1.970 3.248 2.382
C: -3.197 3.752 1.627
C: 0.608 1.476 2.859
C: 1.106 2.653 3.688
H: 0.541 4.991 -1.233
H: -1.085 4.680 -0.632
H: -0.269 3.464 -1.605
H: 0.533 4.332 1.253
H: 1.480 3.237 0.254
H: -1.368 4.090 2.735
H: -2.282 2.673 3.260
H: -2.915 4.344 0.753
H: -3.844 4.378 2.252
H: -3.806 2.924 1.259
H: 1.443 0.911 2.441
H: 0.044 0.760 3.458
H: 1.711 3.341 3.092
H: 1.732 2.315 4.521
H: 0.282 3.231 4.116

natural (NBO) atomic charge list, values in e, 4 entries: atom 1 (Pb): 1.43, atom 2 (C): -0.68, atom 3 (C): 0.50, atom 4 (O): -0.72

---

ORCA calculation (ωB97M-V/def2-TZVPD) on C12H26BF4GeS4W as an isolated structure at a distorted geometry.

Values from the calculation:
Electronic energy (a.u.): -4633.846904
E_HOMO (eV): -10.77
Gap between HOMO and LUMO (eV): 7.21
Net charge: +1

Geometry (Å):
W: 0.943 0.033 0.384
C: -2.456 -0.093 0.414
C: -2.181 1.393 0.524
S: -0.544 1.816 1.207
C: -0.833 1.903 2.990
C: -1.030 0.573 3.691
S: 0.321 -0.546 3.253
C: -0.562 -2.123 3.376
C: 0.278 -3.230 2.762
S: 0.999 -2.831 1.154
C: -0.206 -3.451 -0.030
C: -1.483 -2.638 -0.085
S: -1.119 -0.911 -0.529
H: -3.399 -0.258 -0.107
H: -2.521 -0.556 1.399
H: -2.949 1.885 1.123
H: -2.191 1.857 -0.464
H: -1.684 2.562 3.165
H: 0.046 2.421 3.380
H: -1.976 0.119 3.394
H: -1.059 0.722 4.770
H: -1.524 -2.022 2.869
H: -0.758 -2.344 4.426
H: -0.298 -4.154 2.694
H: 1.135 -3.442 3.403
H: -0.440 -4.492 0.195
H: 0.318 -3.437 -0.987
H: -1.993 -2.653 0.878
H: -2.167 -3.036 -0.835
C: 2.846 1.956 0.932
Ge: 2.173 2.396 -0.871
C: 3.556 2.280 -2.225
C: 1.344 4.158 -0.798
C: 0.817 0.952 -1.166
H: 3.931 1.852 0.921
H: 2.553 1.000 1.421
H: 2.534 2.717 1.648
H: 4.511 2.552 -1.776
H: 3.336 2.979 -3.030
H: 3.646 1.273 -2.620
H: 2.100 4.870 -0.461
H: 0.503 4.200 -0.111
H: 1.010 4.469 -1.786
H: 0.316 0.892 -2.126
F: 2.180 -1.472 -0.786
B: 3.555 -1.345 -0.216
F: 3.213 -1.039 1.157
F: 4.190 -2.529 -0.338
F: 4.175 -0.275 -0.789

natural (NBO) atomic charge list, values in e, 4 entries: atom 1 (W): 0.53, atom 2 (C): -0.54, atom 3 (C): -0.56, atom 4 (S): 0.45

---

ORCA calculation (ωB97M-V/def2-TZVPD) on C14H22N4OPtS as an isolated structure.

Values from the calculation:
Electronic energy (a.u.): -1357.790371
E_HOMO (eV): -15.65
Gap between HOMO and LUMO (eV): 5.82
Net charge: +2

Geometry (Å):
Pt: -0.262 0.109 0.220
C: 4.902 -1.902 3.797
C: 3.393 -1.753 3.761
N: 2.919 -1.694 2.364
C: 1.957 -0.912 1.929
S: 1.655 -0.934 0.153
N: 1.272 -0.110 2.703
N: 0.346 0.606 2.026
C: -0.283 1.604 2.574
C: 0.062 2.105 3.927
C: -1.350 2.218 1.761
C: -2.298 3.083 2.261
C: -3.259 3.587 1.386
C: -3.221 3.238 0.049
C: -2.248 2.353 -0.391
N: -1.341 1.864 0.453
H: 5.230 -1.980 4.831
H: 5.398 -1.044 3.345
H: 5.223 -2.808 3.281
H: 3.060 -0.843 4.254
H: 2.900 -2.599 4.243
H: 3.390 -2.288 1.695
H: 1.023 1.723 4.250
H: -0.697 1.777 4.644
H: 0.070 3.195 3.919
H: -2.289 3.364 3.304
H: -4.028 4.253 1.756
H: -3.946 3.622 -0.654
H: -2.180 2.041 -1.424
C: -3.866 -1.815 -0.442
C: -2.370 -1.862 -0.161
C: -2.106 -2.322 1.270
C: -1.629 -2.720 -1.173
O: -1.953 -0.462 -0.324
H: -4.261 -2.829 -0.394
H: -4.062 -1.416 -1.437
H: -4.385 -1.202 0.295
H: -2.435 -3.355 1.369
H: -2.659 -1.714 1.988
H: -1.042 -2.294 1.521
H: -1.922 -3.762 -1.056
H: -0.547 -2.658 -1.027
H: -1.861 -2.408 -2.191

natural (NBO) atomic charge list, values in e, 4 entries: atom 1 (Pt): 1.21, atom 2 (C): -0.62, atom 3 (C): -0.22, atom 4 (N): -0.51

---

ORCA calculation (ωB97M-V/def2-TZVPD) on a 5-piece molecular cluster, H10O5 overall at a distorted geometry.

Values from the calculation:
Electronic energy (a.u.): -382.141033
SMILES: O.O.O.O.O
E_HOMO (eV): -10.90
Gap between HOMO and LUMO (eV): 11.29
Net charge: 0

Geometry (Å):
O: 0.222 0.040 -0.284
H: 0.059 0.743 -0.781
H: 1.198 -0.038 -0.068
O: -1.661 1.115 1.796
H: -2.244 0.500 1.667
H: -1.506 1.211 0.849
O: 2.701 -0.950 0.430
H: 3.435 -1.300 -0.229
H: 2.367 -1.851 0.879
O: -0.520 -2.643 0.196
H: -0.355 -2.633 1.156
H: -0.331 -1.865 -0.266
O: -0.717 2.466 -1.612
H: -1.114 2.407 -2.549
H: -1.541 2.795 -1.186

natural (NBO) atomic charge list, values in e, 4 entries: atom 1 (O): -1.00, atom 2 (H): 0.48, atom 3 (H): 0.51, atom 4 (O): -0.90

---

ORCA calculation (ωB97M-V/def2-TZVPD) on C30H42As3FN3PdS as an isolated structure.

Values from the calculation:
Electronic energy (a.u.): -8664.878403
2S+1: 5
E_HOMO (spin up / spin down) (eV): -13.76 / -15.53
Gap between HOMO and LUMO (spin up / spin down) (eV): 5.58 / 5.31
Expectation value of S²: 6.050
Net charge: +3

Geometry (Å):
Pd: -0.604 0.482 -0.027
C: -2.075 -0.270 3.481
As: -0.498 0.223 2.453
C: 0.041 1.797 3.463
C: 0.719 -1.169 3.154
C: 2.196 -1.152 2.717
C: 2.840 0.203 3.022
C: 2.363 -1.525 1.232
As: 1.852 -0.179 -0.123
C: 2.218 -1.280 -1.685
C: 3.407 0.992 -0.164
C: 3.005 -2.143 3.599
As: 2.804 -4.067 3.390
C: 3.927 -4.810 2.018
C: 1.015 -4.771 3.286
H: -1.862 -0.179 4.546
H: -2.385 -1.294 3.272
H: -2.890 0.406 3.225
H: 0.552 1.501 4.377
H: -0.861 2.346 3.724
H: 0.677 2.449 2.869
H: 0.255 -2.119 2.881
H: 0.653 -1.074 4.241
H: 2.335 1.002 2.486
H: 3.890 0.213 2.724
H: 2.790 0.438 4.086
H: 1.760 -2.409 0.997
H: 3.407 -1.770 1.012
H: 3.192 -1.761 -1.600
H: 2.224 -0.652 -2.575
H: 1.439 -2.033 -1.791
H: 4.323 0.415 -0.044
H: 3.345 1.754 0.606
H: 3.431 1.486 -1.135
H: 2.811 -1.951 4.657
H: 4.075 -1.993 3.437
H: 4.922 -4.379 2.109
H: 3.509 -4.587 1.035
H: 3.974 -5.888 2.159
H: 0.441 -4.414 4.138
H: 1.084 -5.857 3.309
H: 0.546 -4.458 2.353
N: -2.426 -0.070 -4.275
C: -1.859 0.701 -5.280
C: -2.494 0.824 -6.513
C: -1.911 1.591 -7.496
C: -0.688 2.248 -7.273
C: -0.054 2.140 -6.060
C: -0.639 1.366 -5.050
S: 0.118 1.259 -3.512
N: -0.805 0.253 -2.619
C: -1.907 -0.292 -3.049
C: -2.663 -1.182 -2.126
C: -3.612 -2.077 -2.597
C: -4.319 -2.847 -1.684
C: -4.045 -2.694 -0.340
C: -3.054 -1.794 0.036
N: -2.366 -1.056 -0.827
H: -3.335 -0.465 -4.474
H: -3.435 0.318 -6.693
H: -2.399 1.688 -8.456
H: -0.250 2.844 -8.061
H: 0.884 2.648 -5.876
H: -3.796 -2.219 -3.654
H: -5.066 -3.551 -2.025
H: -4.579 -3.258 0.411
H: -2.806 -1.654 1.081
F: 0.433 6.364 2.449
C: -0.132 5.405 1.724
C: 0.510 4.980 0.564
C: -0.081 3.997 -0.192
C: -1.312 3.405 0.196
C: -1.958 2.450 -0.622
C: -1.913 3.863 1.396
C: -1.341 4.866 2.145
H: 1.437 5.454 0.269
H: 0.384 3.678 -1.118
H: -1.724 2.445 -1.679
H: -2.965 2.140 -0.363
H: -2.871 3.452 1.691
H: -1.810 5.255 3.038

Mulliken atomic charge list, values in e, 4 entries: atom 1 (Pd): -0.04, atom 2 (C): -1.43, atom 3 (As): 1.35, atom 4 (C): -1.41

---

ORCA calculation (ωB97M-V/def2-TZVPD) on a 2-piece molecular cluster, CF3NS overall at a distorted geometry.

Values from the calculation:
Electronic energy (a.u.): -790.384032
2S+1: 3
E_HOMO (spin up / spin down) (eV): -8.89 / -10.79
Gap between HOMO and LUMO (spin up / spin down) (eV): 8.71 / 9.39
Expectation value of S²: 2.011
Net charge: 0

Geometry (Å):
C: 1.771 0.624 0.418
N: -1.313 0.095 -0.127
F: 1.375 1.523 -0.423
F: -1.347 -0.641 1.049
F: -0.738 -0.792 -1.017
S: 1.839 -0.955 0.343

natural (NBO) atomic charge list, values in e, 4 entries: atom 1 (C): 0.21, atom 2 (N): 0.45, atom 3 (F): -0.30, atom 4 (F): -0.22

---

What did the fifth record say?
ORCA calculation (ωB97M-V/def2-TZVPD) on C30H42As3FN3PdS as an isolated structure.

Values from the calculation:
Electronic energy (a.u.): -8664.878403
2S+1: 5
E_HOMO (spin up / spin down) (eV): -13.76 / -15.53
Gap between HOMO and LUMO (spin up / spin down) (eV): 5.58 / 5.31
Expectation value of S²: 6.050
Net charge: +3

Geometry (Å):
Pd: -0.604 0.482 -0.027
C: -2.075 -0.270 3.481
As: -0.498 0.223 2.453
C: 0.041 1.797 3.463
C: 0.719 -1.169 3.154
C: 2.196 -1.152 2.717
C: 2.840 0.203 3.022
C: 2.363 -1.525 1.232
As: 1.852 -0.179 -0.123
C: 2.218 -1.280 -1.685
C: 3.407 0.992 -0.164
C: 3.005 -2.143 3.599
As: 2.804 -4.067 3.390
C: 3.927 -4.810 2.018
C: 1.015 -4.771 3.286
H: -1.862 -0.179 4.546
H: -2.385 -1.294 3.272
H: -2.890 0.406 3.225
H: 0.552 1.501 4.377
H: -0.861 2.346 3.724
H: 0.677 2.449 2.869
H: 0.255 -2.119 2.881
H: 0.653 -1.074 4.241
H: 2.335 1.002 2.486
H: 3.890 0.213 2.724
H: 2.790 0.438 4.086
H: 1.760 -2.409 0.997
H: 3.407 -1.770 1.012
H: 3.192 -1.761 -1.600
H: 2.224 -0.652 -2.575
H: 1.439 -2.033 -1.791
H: 4.323 0.415 -0.044
H: 3.345 1.754 0.606
H: 3.431 1.486 -1.135
H: 2.811 -1.951 4.657
H: 4.075 -1.993 3.437
H: 4.922 -4.379 2.109
H: 3.509 -4.587 1.035
H: 3.974 -5.888 2.159
H: 0.441 -4.414 4.138
H: 1.084 -5.857 3.309
H: 0.546 -4.458 2.353
N: -2.426 -0.070 -4.275
C: -1.859 0.701 -5.280
C: -2.494 0.824 -6.513
C: -1.911 1.591 -7.496
C: -0.688 2.248 -7.273
C: -0.054 2.140 -6.060
C: -0.639 1.366 -5.050
S: 0.118 1.259 -3.512
N: -0.805 0.253 -2.619
C: -1.907 -0.292 -3.049
C: -2.663 -1.182 -2.126
C: -3.612 -2.077 -2.597
C: -4.319 -2.847 -1.684
C: -4.045 -2.694 -0.340
C: -3.054 -1.794 0.036
N: -2.366 -1.056 -0.827
H: -3.335 -0.465 -4.474
H: -3.435 0.318 -6.693
H: -2.399 1.688 -8.456
H: -0.250 2.844 -8.061
H: 0.884 2.648 -5.876
H: -3.796 -2.219 -3.654
H: -5.066 -3.551 -2.025
H: -4.579 -3.258 0.411
H: -2.806 -1.654 1.081
F: 0.433 6.364 2.449
C: -0.132 5.405 1.724
C: 0.510 4.980 0.564
C: -0.081 3.997 -0.192
C: -1.312 3.405 0.196
C: -1.958 2.450 -0.622
C: -1.913 3.863 1.396
C: -1.341 4.866 2.145
H: 1.437 5.454 0.269
H: 0.384 3.678 -1.118
H: -1.724 2.445 -1.679
H: -2.965 2.140 -0.363
H: -2.871 3.452 1.691
H: -1.810 5.255 3.038

Mulliken atomic charge list, values in e, 4 entries: atom 1 (Pd): -0.04, atom 2 (C): -1.43, atom 3 (As): 1.35, atom 4 (C): -1.41

---

> The lowest electronic energy belongs to which entry?

C30H42As3FN3PdS